Record 1
Formula: C5H8O
Source: the Open Molecules 2025 dataset
Level of theory: ωB97M-V/def2-TZVPD

Summary:
- HOMO energy (eV) = -9.576
- ΔE to the lowest compared entry with this formula, charge and spin (eV) = 2.393
- E_LUMO (eV) = 0.9

```
! wB97M-V def2-TZVPD RIJCOSX def2/J DEFGRID3
* xyz 0 1
C 1.26 1.53 0.82
C 1.37 0.91 -0.57
C 0.59 -0.34 -0.61
C -0.30 -1.16 -0.60
C -1.70 -1.63 -0.51
O -2.32 -1.30 0.72
H 1.63 0.84 1.58
H 1.81 2.47 0.91
H 0.21 1.74 1.04
H 0.90 1.57 -1.31
H 2.42 0.82 -0.88
H -1.86 -2.68 -0.72
H -2.24 -1.09 -1.29
H -1.78 -1.70 1.42
*
```

natural (NBO) population analysis, charges in e, atoms 1 to 6: C -0.59; C -0.47; C 0.02; C -0.08; C -0.13; O -0.70

=====

Record 2
Formula: C5H8O
Source: the Open Molecules 2025 dataset
Level of theory: ωB97M-V/def2-TZVPD

Summary:
- HOMO energy (alpha / beta) (eV) = -9.545 / -9.544
- ΔE to the lowest compared entry with this formula, charge and spin (eV) = 4.456
- E_LUMO (alpha / beta) (eV) = 0.1 / 0.1

```
! wB97M-V def2-TZVPD RIJCOSX def2/J DEFGRID3
* xyz 0 1
C -2.08 0.56 0.06
C -0.83 -0.04 0.52
O -0.84 1.09 1.29
C 0.28 -0.54 -0.31
C 1.34 0.36 -0.84
C 1.65 -0.59 0.29
H -2.94 -0.14 0.04
H -1.26 -0.84 1.14
H -2.27 1.57 -0.22
H -0.05 -1.38 -0.92
H 1.26 1.41 -0.59
H 1.74 0.14 -1.83
H 2.26 -1.46 0.11
H 1.75 -0.14 1.28
*
```

natural (NBO) population analysis, charges in e, atoms 1 to 6: C -0.09; C 0.04; O -0.51; C -0.27; C -0.42; C -0.41

=====

Record 3
Formula: C5H8O
Source: the Open Molecules 2025 dataset
Level of theory: ωB97M-V/def2-TZVPD

Summary:
- HOMO energy (eV) = -9.513
- ΔE to the lowest compared entry with this formula, charge and spin (eV) = 2.309
- E_LUMO (eV) = 1.1

```
! wB97M-V def2-TZVPD RIJCOSX def2/J DEFGRID3
* xyz 0 1
C -1.14 0.87 -0.51
C -1.37 -0.27 0.46
C 0.00 0.05 -0.03
C 0.90 -0.91 -0.76
O 1.96 -0.65 0.19
C 1.23 0.41 0.81
H -1.43 0.74 -1.55
H -1.22 1.88 -0.12
H -1.63 -0.04 1.49
H -1.83 -1.18 0.07
H 0.60 -1.97 -0.75
H 1.15 -0.63 -1.80
H 1.05 0.33 1.90
H 1.72 1.38 0.61
*
```

natural (NBO) population analysis, charges in e, atoms 1 to 6: C -0.41; C -0.41; C -0.12; C -0.04; O -0.53; C -0.04

=====

Record 4
Formula: C5H8O
Source: the Open Molecules 2025 dataset
Level of theory: ωB97M-V/def2-TZVPD

Summary:
- HOMO energy (alpha / beta) (eV) = -8.810 / -8.191
- ΔE to the lowest compared entry with this formula, charge and spin (eV) = 3.911
- E_LUMO (alpha / beta) (eV) = 0.1 / -1.0

```
! wB97M-V def2-TZVPD RIJCOSX def2/J DEFGRID3
* xyz 0 1
O -0.34 1.94 -0.98
C -0.97 0.91 -1.23
C -1.10 -0.15 -0.29
C -0.51 0.08 1.07
C 0.99 0.01 0.72
C 1.17 -1.03 -0.27
H -1.41 0.74 -2.23
H -1.76 -0.99 -0.49
H -0.73 1.09 1.43
H -0.83 -0.65 1.81
H 1.09 0.97 0.15
H 1.76 0.03 1.51
H 2.18 -1.16 -0.68
H 0.47 -1.80 -0.53
*
```

natural (NBO) population analysis, charges in e, atoms 1 to 6: O -0.57; C 0.27; C -0.16; C -0.47; C -0.50; C -0.23